Record 1
Density functional theory data (the ωB97M-V functional and the def2-TZVPD basis) for a 2-piece molecular cluster, C5H14 overall in a non-equilibrium geometry.

2S+1   2
Charge   +1
Relative energy (zero: lowest compared OMol25 entry of this formula, charge and spin)   49.6 kcal/mol
HOMO energy (alpha / beta)   -14.86 / -14.84 eV
E_tot   -5398.952 eV

The geometry in XYZ format:
```
19
Properties=species:S:1:pos:R:3:forces:R:3
C 1.4733 1.7647 -1.1163 -0.2 0.8 2.9
C 1.5173 0.3393 -1.4371 5.5 -1.6 1.2
H 0.5016 2.0190 -0.6154 0.9 0.4 -0.6
H 2.2997 2.1331 -0.5020 -0.2 -0.4 0.6
H 1.7038 2.2985 -1.9719 -0.6 1.4 -2.0
H 0.6334 0.0635 -1.7738 -4.1 -1.5 -2.2
H 1.7631 -0.4069 -0.5973 -0.1 1.2 -0.8
H 2.3291 0.1893 -2.2239 -1.2 -0.3 0.9
C -1.5250 -0.3344 0.6501 -2.3 0.7 2.1
C -0.6525 -0.0902 2.0285 1.3 0.8 -1.9
C -1.2309 -1.8715 0.0363 -1.6 0.6 1.6
H -2.6615 -0.3764 0.8761 1.8 0.8 0.3
H -1.4398 0.4473 -0.1252 0.2 -0.8 -0.4
H 0.3598 0.2520 1.6831 -0.7 0.0 -0.7
H -0.4581 -1.9002 -0.6801 1.0 -0.6 -0.6
H -1.0765 -2.3527 1.0583 -0.2 -0.1 -2.0
H -0.2564 -0.9530 2.5276 -0.7 -0.8 0.7
H -0.9590 0.7358 2.7187 -1.0 -1.1 -0.6
H -2.3213 -1.9571 -0.5358 2.2 0.5 1.4
```
Forces are in eV/Å.

natural (NBO) atomic charge list, values in e, 2 entries: atom 1 (C): -0.610, atom 2 (C): -0.594



Record 2
Density functional theory data (the ωB97M-V functional and the def2-TZVPD basis) for a 2-piece molecular cluster, C5H14 overall in a non-equilibrium geometry.

2S+1   2
Charge   +1
Relative energy (zero: lowest compared OMol25 entry of this formula, charge and spin)   2.9 kcal/mol
HOMO energy (alpha / beta)   -15.19 / -15.12 eV
E_tot   -5400.980 eV

The geometry in XYZ format:
```
19
Properties=species:S:1:pos:R:3:forces:R:3
C -1.6360 -1.3311 0.2543 -0.9 0.5 -0.9
C -1.7968 -0.1827 1.1788 0.5 0.3 0.2
C -0.3617 -1.5271 -0.5064 0.3 -1.0 0.1
H -1.4798 -2.2259 0.9743 0.3 -0.1 0.2
H -2.5119 -1.5603 -0.3613 0.1 0.1 0.3
H -2.3434 0.5996 0.6250 -0.2 -0.1 0.1
H 0.5299 -1.4072 0.1029 0.1 0.0 -0.2
H -0.3532 -2.4313 -1.1371 0.2 0.3 0.3
H -0.4381 -0.6926 -1.2526 -0.1 0.2 0.0
H -2.3601 -0.3533 2.1060 -0.2 0.0 -0.1
H -0.8129 0.1795 1.4908 0.0 -0.1 0.1
C 2.2481 0.9189 -0.6753 0.6 -0.7 0.7
C 1.1533 1.8584 -0.2160 -0.5 -0.2 -0.1
H 2.0922 0.5242 -1.6792 0.1 0.2 -0.1
H 3.2561 1.3331 -0.5744 -0.3 0.3 -0.4
H 2.3276 0.0475 -0.0063 -0.2 0.1 -0.1
H 0.2112 1.2882 -0.0564 0.2 0.2 0.1
H 0.8737 2.5829 -0.9810 0.2 0.2 0.1
H 1.4018 2.3792 0.7140 -0.1 -0.1 -0.2
```
Forces are in eV/Å.

natural (NBO) atomic charge list, values in e, 2 entries: atom 1 (C): -0.311, atom 2 (C): -0.620



Record 3
Density functional theory data (the ωB97M-V functional and the def2-TZVPD basis) for an isolated ion of composition C5H14BIP and charge -1.

2S+1   1
Charge   -1
HOMO energy   -3.13 eV
E_tot   -23478.906 eV

The geometry in XYZ format:
```
22
Properties=species:S:1:pos:R:3:forces:R:3
C 1.3711 1.2315 0.6849 0.3 0.3 -0.2
C 1.9565 0.3428 -0.4009 0.0 -0.4 0.6
I 2.0693 1.5040 -2.2194 0.1 0.1 -0.2
C 1.2734 -1.0119 -0.5692 -0.3 0.3 -0.2
B -0.1984 -1.1564 -1.3060 0.3 -0.1 0.1
P -1.8257 -0.7063 -0.2964 -0.5 -0.2 -0.3
C -1.4911 -1.0659 1.4917 0.3 0.1 -0.2
C -2.0257 1.1476 -0.2763 0.3 -0.1 0.2
H 0.4412 1.6936 0.3779 -0.2 -0.1 0.1
H 1.2201 0.6393 1.5847 -0.1 -0.1 0.1
H 2.0677 2.0361 0.9267 0.0 0.1 0.0
H 3.0088 0.1910 -0.1656 0.1 0.1 -0.1
H 1.9941 -1.6790 -1.0500 0.0 0.0 -0.2
H 1.1748 -1.3833 0.4597 0.1 -0.1 0.1
H -0.3516 -2.3401 -1.5935 0.0 0.0 0.1
H -0.2812 -0.5174 -2.3419 0.0 0.0 0.0
H -2.3834 -0.9416 2.0998 -0.1 0.0 0.1
H -0.6878 -0.4575 1.9113 0.1 0.1 0.1
H -1.1672 -2.1061 1.5279 -0.1 -0.1 0.1
H -1.4250 1.5586 -1.0872 -0.1 0.1 -0.1
H -3.0652 1.4302 -0.4164 -0.1 0.1 0.0
H -1.6746 1.5909 0.6582 0.0 0.1 0.1
```
Forces are in eV/Å.

natural (NBO) atomic charge list, values in e, 2 entries: atom 1 (C): -0.644, atom 2 (C): -0.225



Record 4
Density functional theory data (the ωB97M-V functional and the def2-TZVPD basis) for C5H14ClGaIO2P as an isolated structure in a non-equilibrium geometry.

2S+1   1
Charge   +2
Relative energy (zero: lowest compared OMol25 entry of this formula, charge and spin)   0.0 kcal/mol
HOMO energy   -15.83 eV
E_tot   -91778.700 eV

The geometry in XYZ format:
```
25
Properties=species:S:1:pos:R:3:forces:R:3
C 2.1379 -1.2626 2.2679 0.4 -1.2 -0.3
I 1.7741 0.6622 2.9483 -0.5 0.9 0.2
H 1.3588 -1.5859 1.5668 0.2 0.1 0.3
H 2.1541 -1.9264 3.1418 0.1 0.2 -0.4
H 3.1107 -1.2529 1.7647 -0.3 -0.1 0.2
Ga -2.4724 -0.3816 0.5158 -1.9 -1.0 3.7
P -1.1768 0.3552 -1.0935 2.1 0.7 -3.4
C 0.6368 0.4446 -1.0857 0.1 -0.4 1.3
C -1.5377 -0.9035 -2.3668 -0.4 -0.5 0.3
H -2.7082 2.1778 -1.3154 0.2 0.3 -0.5
H -1.8517 1.8577 -2.8747 0.1 -0.1 0.5
H -1.0300 2.7420 -1.5257 -0.2 -0.3 0.0
C -1.7395 1.9404 -1.7791 -0.7 0.3 0.6
H -2.4212 -1.4952 -2.0877 0.1 0.1 -0.4
H -1.7260 -0.3982 -3.3205 0.1 -0.1 0.2
H 0.9531 0.7579 -2.0895 -0.3 -0.1 0.1
H 1.0488 -0.5513 -0.8359 -0.1 0.5 -0.2
H -0.6844 -1.5875 -2.4542 -0.2 0.2 0.0
H 0.9748 1.1710 -0.3322 0.0 -0.2 -0.3
C 5.9009 0.4390 0.0585 1.0 -0.1 2.3
O 6.3797 0.3842 1.0970 -1.1 0.1 -2.3
Cl -4.4205 -1.1810 0.8978 1.6 0.6 -0.4
O -1.6489 -0.3355 2.6513 -0.2 0.3 -1.5
H -0.7624 0.0670 2.8601 -0.2 -0.1 -0.1
H -2.2499 -0.1374 3.3907 0.0 -0.1 -0.1
```
Forces are in eV/Å.

natural (NBO) atomic charge list, values in e, 2 entries: atom 1 (C): -0.773, atom 2 (I): 0.145



Record 5
Density functional theory data (the ωB97M-V functional and the def2-TZVPD basis) for a 2-piece molecular cluster, C5H14ClN6 overall in a non-equilibrium geometry.

2S+1   1
Charge   +1
Relative energy (zero: lowest compared OMol25 entry of this formula, charge and spin)   7.8 kcal/mol
HOMO energy   -10.77 eV
E_tot   -26864.603 eV

The geometry in XYZ format:
```
26
Properties=species:S:1:pos:R:3:forces:R:3
C -0.1114 -0.6053 -1.9292 -3.5 -2.8 1.3
C 0.0419 -0.7487 2.8853 3.0 2.0 -1.6
C 0.0916 1.7519 -2.3783 -0.8 -0.6 0.0
C 1.3465 -0.0935 -3.6569 -1.0 -2.9 1.6
C -0.5358 1.0828 1.0520 0.8 1.7 4.5
N -0.6822 -1.6237 -1.7273 3.3 3.7 -2.3
N 0.9302 -1.5188 3.5286 -0.2 0.7 -1.3
N 0.4054 0.1186 1.9153 1.4 -1.7 0.0
N 0.3867 0.3350 -2.5995 2.0 0.4 -0.2
N -1.2534 0.5226 0.1261 -1.1 -0.9 -3.8
N -1.1748 -0.7581 3.3306 -1.8 -0.1 1.5
Cl -2.4614 -0.6468 0.5951 0.3 0.5 0.0
H -0.5186 1.8119 -1.4728 0.0 0.2 -0.3
H 0.9534 2.3862 -2.3693 0.8 0.0 0.3
H -0.4582 1.9954 -3.2598 -0.8 0.7 -0.4
H 2.0144 0.6792 -3.7177 2.8 1.3 0.5
H 1.6835 -1.2063 -3.4027 -0.3 2.8 -0.9
H 0.9085 0.0061 -4.6070 -1.2 -0.7 -1.3
H -1.0300 1.5857 1.9733 0.1 -0.3 -1.2
H 0.1636 1.8667 0.6470 -0.5 -0.9 0.2
H -1.2182 -2.2322 -1.2463 -1.7 -2.2 2.0
H 1.9098 -1.6379 3.3430 -0.2 0.2 0.0
H 0.4541 -1.9115 4.2724 0.2 -1.7 1.9
H 1.3196 -0.1231 1.4997 -0.8 0.3 0.3
H -1.4165 -0.9524 4.2989 0.3 -0.2 -0.4
H -1.7486 -0.0838 2.8994 -1.1 0.5 -0.4
```
Forces are in eV/Å.

natural (NBO) atomic charge list, values in e, 2 entries: atom 1 (C): 0.808, atom 2 (C): 0.667



Record 6
Density functional theory data (the ωB97M-V functional and the def2-TZVPD basis) for C5H14ClO3Y as an isolated structure in a non-equilibrium geometry.

2S+1   1
Charge   +2
Relative energy (zero: lowest compared OMol25 entry of this formula, charge and spin)   55.2 kcal/mol
HOMO energy   -14.48 eV
E_tot   -25097.468 eV

The geometry in XYZ format:
```
24
Properties=species:S:1:pos:R:3:forces:R:3
Y 1.7965 -3.0545 -3.9989 -1.2 2.5 2.9
Cl 1.0326 -1.4011 -2.0610 1.1 -2.7 -3.1
C -4.0056 0.8896 0.6976 0.4 0.0 -1.1
C -3.3157 0.3001 -0.5626 -1.7 0.1 0.8
C -1.8288 0.2126 -0.4440 0.4 -0.3 0.4
O -3.9931 -0.9353 -0.8646 0.9 0.4 -0.9
H -3.5177 1.8139 1.0072 0.0 -0.1 0.2
H -3.9916 0.1410 1.4898 0.1 0.2 0.2
H -5.0356 1.1215 0.4267 0.0 -0.1 0.2
H -3.4303 0.9766 -1.4096 -0.8 -0.1 -0.2
H -1.5499 -0.5239 0.3096 0.3 0.1 0.1
H -1.5164 1.2206 -0.1713 0.4 -0.1 0.1
H -1.3865 -0.0369 -1.4085 0.0 -0.1 -0.1
H -4.2664 -1.3920 -0.0656 0.0 0.2 0.3
C 2.9338 -0.4337 1.0012 1.1 0.2 -0.9
C 4.2225 0.1485 0.3394 -0.2 1.4 1.4
O 4.5582 1.3615 1.0132 -0.3 -0.2 -0.9
O 1.7989 0.3201 0.6174 0.4 -0.5 0.6
H 3.1184 -0.4178 2.0754 -0.6 0.0 0.0
H 2.8956 -1.4632 0.6452 -0.4 -0.4 0.1
H 3.9671 0.4223 -0.6843 0.3 0.0 -0.1
H 5.0960 -0.4989 0.4173 -0.2 -0.6 -0.3
H 4.8194 1.1659 1.9161 0.2 -0.1 0.2
H 1.5987 0.0630 -0.2857 -0.1 0.3 0.1
```
Forces are in eV/Å.

natural (NBO) atomic charge list, values in e, 2 entries: atom 1 (Y): 2.300, atom 2 (Cl): -0.545